(1)
Here is 5 unconnected molecules or ions with the total composition C31H42BrN7OPS in a non-equilibrium geometry from OMol25. Energies are from the ωB97M-V functional and the def2-TZVPD basis.

Element x y z (Å)
C (2.0996, -1.1677, -1.4653)
C (1.0037, -0.0123, -1.7431)
C (-0.4348, -0.3205, -1.0275)
Br (-1.1526, 1.4970, -0.5237)
N (-1.3342, -1.0577, -1.9710)
O (-0.7406, -2.2498, -2.3320)
C (-0.5626, -2.2994, -3.7439)
N (-0.5525, -2.2122, -4.9536)
C (-2.6266, -1.4322, -1.3250)
N (-2.7894, -2.7013, -0.6098)
P (-3.3721, -4.0160, -1.6423)
S (-5.2753, -4.3772, -1.5197)
N (-3.6167, -0.5497, -1.4372)
C (-4.9774, -0.6994, -0.8378)
C (-6.0680, -0.3721, -2.0207)
N (-6.5782, 1.0281, -1.8773)
N (-7.2687, -1.2632, -1.8169)
N (-5.4148, -0.6507, -3.3449)
H (3.0732, -0.8820, -2.0165)
H (2.2919, -1.3408, -0.3513)
H (1.7738, -2.1761, -1.9271)
H (1.4562, 0.9665, -1.3425)
H (0.8681, 0.1533, -2.8829)
H (-0.2218, -0.8702, -0.0419)
H (-3.3267, -2.6038, 0.2648)
H (-2.6793, -5.2326, -1.2867)
H (-3.0674, -3.7028, -3.0116)
H (-3.4197, 0.3332, -1.9414)
H (-5.0970, 0.0415, 0.0415)
H (-5.2117, -1.7424, -0.4362)
H (-7.4927, 1.0338, -2.3773)
H (-5.9790, 1.6505, -2.4517)
H (-7.1471, -2.1533, -2.3240)
H (-7.4178, -1.4244, -0.8060)
H (-4.9390, 0.1915, -3.7088)
H (-6.0889, -1.0333, -4.0226)
C (4.0354, 3.6762, 0.9022)
C (2.8317, 3.0690, 0.5578)
C (2.3660, 1.9807, 1.2899)
C (3.0998, 1.5054, 2.3731)
C (4.3018, 2.1150, 2.7197)
C (4.7721, 3.1975, 1.9821)
H (4.3999, 4.5224, 0.3293)
H (2.2558, 3.4441, -0.2830)
H (1.4304, 1.5031, 1.0169)
H (2.7342, 0.6598, 2.9469)
H (4.8732, 1.7455, 3.5654)
H (5.7117, 3.6690, 2.2492)
C (4.4397, -5.3353, 2.8914)
C (4.6665, -4.0077, 2.5413)
C (3.7497, -3.3318, 1.7421)
C (2.6002, -3.9814, 1.3008)
C (2.3716, -5.3080, 1.6540)
C (3.2931, -5.9865, 2.4456)
H (5.1565, -5.8630, 3.5117)
H (5.5592, -3.4995, 2.8911)
H (3.9302, -2.2984, 1.4638)
H (1.8824, -3.4528, 0.6813)
H (1.4745, -5.8139, 1.3111)
H (3.1175, -7.0221, 2.7162)
C (0.7155, 3.2295, -6.1785)
C (1.3516, 4.3830, -5.7297)
C (1.1874, 4.8021, -4.4127)
C (0.3941, 4.0616, -3.5411)
C (-0.2390, 2.9060, -3.9890)
C (-0.0822, 2.4918, -5.3086)
H (0.8412, 2.9051, -7.2062)
H (1.9755, 4.9566, -6.4074)
H (1.6781, 5.7051, -4.0652)
H (0.2697, 4.3856, -2.5126)
H (-0.8560, 2.3281, -3.3085)
H (-0.5804, 1.5936, -5.6589)
C (1.6956, 2.1840, 5.4370)
C (2.2359, 2.1478, 6.7189)
C (1.4214, 1.8611, 7.8104)
C (0.0674, 1.6008, 7.6185)
C (-0.4721, 1.6334, 6.3361)
C (0.3406, 1.9292, 5.2457)
H (2.3302, 2.4111, 4.5864)
H (3.2929, 2.3441, 6.8677)
H (1.8415, 1.8395, 8.8104)
H (-0.5667, 1.3725, 8.4688)
H (-1.5276, 1.4288, 6.1866)
H (-0.0814, 1.9600, 4.2462)

- max |F| (eV/A) = 6.5
- Kohn-Sham gap (eV) = 6.150
- lowest unoccupied orbital energy (eV) = -4.695
- net charge = +1

---

(2)
Here is a gas-phase ion, C6H14NO (charge +1) in a non-equilibrium geometry from OMol25. Energies are from the ωB97M-V functional and the def2-TZVPD basis.

Element x y z (Å)
C (0.5294, 0.1304, -0.3983)
C (-1.6163, -0.6011, -1.9057)
C (-0.9728, -1.7624, 0.2087)
C (2.2705, 1.1998, 0.8610)
C (0.0155, 1.2884, 1.5633)
C (-1.1724, -0.4664, -0.5080)
N (0.9159, 0.8729, 0.6010)
O (1.4594, -0.3108, -1.2394)
H (-1.1592, 0.1692, -2.6024)
H (-1.3415, -1.5175, -2.2969)
H (-2.6507, -0.4319, -1.9640)
H (-1.0003, -1.6182, 1.3447)
H (-1.6902, -2.4281, -0.0737)
H (0.0106, -2.0724, -0.1147)
H (2.9586, 0.7997, 0.1164)
H (2.5382, 0.9780, 1.8886)
H (2.4609, 2.2835, 0.8905)
H (-0.9252, 1.4588, 1.1336)
H (0.3880, 2.2013, 2.1206)
H (-0.1745, 0.5495, 2.2932)
H (-1.8168, 0.2419, -0.1181)
H (0.9730, -0.9646, -1.8005)

- max |F| (eV/A) = 4.4
- SMILES string = CC(C)C(O)=[N+](C)C
- Kohn-Sham gap (eV) = 11.879
- lowest unoccupied orbital energy (eV) = -3.261
- net charge = +1

---

(3)
Here is a single C3H3IO2 molecule in a non-equilibrium geometry from OMol25. Energies are from the ωB97M-V functional and the def2-TZVPD basis.

Element x y z (Å)
C (0.1776, -0.6075, -0.4223)
C (-0.3212, 0.8413, -0.5159)
C (-1.4716, 1.3274, -0.1366)
O (-2.4981, 1.8400, 0.0981)
O (1.5166, -0.7868, -0.7537)
I (2.9831, 0.3638, 0.0422)
H (-0.2118, -1.2300, 0.5840)
H (-0.3558, -1.2565, -1.1745)
H (0.3202, 1.3256, -1.0896)

- max |F| (eV/A) = 4.7
- SMILES string = O=C=CCOI
- Kohn-Sham gap (eV) = 8.057
- lowest unoccupied orbital energy (eV) = -1.070
- net charge = 0

---

(4)
Here is a molecular structure, C27H21N4O2PtS2 from OMol25. Energies are from the ωB97M-V functional and the def2-TZVPD basis.

Element x y z (Å)
Pt (-1.9572, -1.0044, -0.5964)
O (-2.1378, -1.5886, -2.5018)
N (-3.2360, -1.1494, -3.1481)
C (-3.3440, -1.4942, -4.4452)
C (-4.4586, -1.1282, -5.1559)
C (-5.4687, -0.4074, -4.5233)
C (-5.3305, -0.0706, -3.1926)
C (-4.1888, -0.4592, -2.5030)
S (-3.9273, -0.0679, -0.8196)
H (-2.5137, -2.0646, -4.8332)
H (-4.5351, -1.4136, -6.1947)
H (-6.3548, -0.1144, -5.0687)
H (-6.0919, 0.4873, -2.6649)
O (0.0436, -0.6316, -0.6601)
S (0.8875, -0.8262, -1.9831)
C (2.1148, -2.0099, -1.5493)
C (2.8564, -1.8936, -0.3774)
C (3.8154, -2.8506, -0.1099)
C (4.0333, -3.8928, -1.0100)
C (3.2898, -3.9926, -2.1751)
C (2.3109, -3.0473, -2.4516)
C (1.7949, 0.6885, -2.0974)
C (2.3261, 0.9830, -3.3457)
C (3.0866, 2.1340, -3.4888)
C (3.2899, 2.9710, -2.4009)
C (2.7390, 2.6658, -1.1619)
C (1.9861, 1.5143, -0.9992)
H (2.6886, -1.0718, 0.3060)
H (4.4048, -2.7854, 0.7943)
H (4.7932, -4.6320, -0.7950)
H (3.4642, -4.8054, -2.8664)
H (1.7125, -3.1176, -3.3512)
H (2.1571, 0.3269, -4.1913)
H (3.5133, 2.3783, -4.4518)
H (3.8790, 3.8703, -2.5185)
H (2.9015, 3.3268, -0.3215)
H (1.5542, 1.2609, -0.0410)
N (1.6645, 4.4517, 7.7704)
C (1.1708, 3.7460, 7.0124)
C (0.5546, 2.8593, 6.0619)
C (0.8642, 2.9701, 4.7105)
C (0.2766, 2.1187, 3.7928)
C (-0.6241, 1.1581, 4.2276)
C (-0.9400, 1.0414, 5.5709)
C (-0.3478, 1.8932, 6.4888)
N (-1.2402, 0.2714, 3.2720)
C (-2.0613, -0.8024, 3.5587)
C (-2.4221, -1.3528, 2.3772)
N (-1.8211, -0.6260, 1.3709)
C (-1.1218, 0.3426, 1.9408)
H (1.5678, 3.7222, 4.3820)
H (0.5407, 2.2198, 2.7495)
H (-1.6456, 0.3061, 5.9270)
H (-0.5900, 1.8085, 7.5389)
H (-2.3165, -1.0946, 4.5591)
H (-3.0564, -2.1983, 2.1792)
H (-0.5511, 1.0772, 1.4034)

- max |F| (eV/A) = 0.9
- Kohn-Sham gap (alpha / beta) (eV) = 7.721 / 5.283
- spin multiplicity = 2
- lowest unoccupied orbital energy (alpha / beta) (eV) = -6.366 / -8.803
- net charge = +2

---

(5)
Here is 2 unconnected molecules or ions with the total composition H4I2Si2 in a non-equilibrium geometry from OMol25. Energies are from the ωB97M-V functional and the def2-TZVPD basis.

Element x y z (Å)
Si (-1.6484, -0.7786, 0.6326)
Si (1.7370, 0.6333, -0.2431)
I (-1.4854, -1.7294, -1.5741)
I (1.0880, 2.9402, -0.9286)
H (-2.9224, 0.1070, 0.8727)
H (-1.8861, -1.7222, 1.6482)
H (2.5918, 0.8162, 0.8273)
H (2.5255, -0.2665, -1.2350)

- max |F| (eV/A) = 2.3
- Kohn-Sham gap (alpha / beta) (eV) = 6.660 / 6.564
- lowest unoccupied orbital energy (alpha / beta) (eV) = -1.568 / -1.594
- net charge = 0

---

(6)
Here is a molecular structure, C46H45Cl3N7O2PPtS2 in a non-equilibrium geometry from OMol25. Energies are from the ωB97M-V functional and the def2-TZVPD basis.

Element x y z (Å)
Pt (0.1642, 0.9955, 0.6353)
C (-3.2728, -1.5492, 3.2970)
C (-2.7164, -2.5593, 2.3322)
C (-3.4756, -3.6689, 1.9719)
C (-2.9442, -4.6719, 1.1814)
C (-1.6281, -4.5843, 0.7534)
C (-0.8400, -3.4896, 1.0796)
C (0.6096, -3.4255, 0.6712)
C (-1.4023, -2.4675, 1.8610)
N (-0.5453, -1.3756, 2.1902)
C (0.2251, -1.5118, 3.1892)
C (0.1004, -2.6225, 4.1983)
C (1.3853, -0.5673, 3.3672)
C (2.2894, -0.8556, 4.5316)
N (1.6417, 0.3401, 2.5037)
C (2.7692, 1.1881, 2.6843)
C (3.8561, 0.9991, 1.8153)
C (3.8104, -0.0499, 0.7314)
C (5.0003, 1.7663, 2.0073)
C (5.0504, 2.7301, 3.0019)
C (3.9479, 2.9366, 3.8147)
C (2.7968, 2.1677, 3.6852)
C (1.6269, 2.4345, 4.5945)
H (-4.3294, -1.3469, 3.1086)
H (-2.7134, -0.6239, 3.2651)
H (-3.2062, -1.9278, 4.3209)
H (-4.4877, -3.7595, 2.3520)
H (-3.5444, -5.5353, 0.9231)
H (-1.1955, -5.3884, 0.1697)
H (0.8704, -2.4319, 0.3043)
H (0.8237, -4.1583, -0.1040)
H (1.2605, -3.6495, 1.5221)
H (-0.8127, -3.1895, 4.0510)
H (0.1062, -2.2121, 5.2097)
H (0.9445, -3.3121, 4.1249)
H (1.7875, -0.6252, 5.4742)
H (3.2039, -0.2752, 4.4762)
H (2.5462, -1.9148, 4.5551)
H (2.8417, -0.0660, 0.2319)
H (3.9749, -1.0494, 1.1424)
H (4.5849, 0.1363, -0.0124)
H (5.8618, 1.5981, 1.3698)
H (5.9479, 3.3189, 3.1456)
H (3.9772, 3.7048, 4.5798)
H (1.4599, 3.5087, 4.6759)
H (1.8293, 2.0675, 5.6040)
H (0.7065, 1.9796, 4.2328)
N (2.9561, 3.8126, -0.0199)
C (1.8651, 4.0619, -0.7148)
N (0.8444, 3.2446, -0.8494)
C (-0.1400, 3.8349, -1.5645)
C (0.1765, 5.0967, -2.0929)
S (1.7070, 5.5890, -1.6079)
C (-1.4525, 3.2818, -1.6157)
C (-2.4668, 3.8007, -2.4009)
S (-3.9533, 3.0924, -2.0074)
C (-3.1266, 2.1218, -0.7841)
N (-1.8341, 2.2995, -0.7348)
N (-3.8274, 1.3202, 0.0122)
H (2.9207, 3.0673, 0.6724)
H (3.6071, 4.5595, 0.1670)
H (-0.4654, 5.7441, -2.6725)
H (-2.4037, 4.5618, -3.1638)
H (-4.8283, 1.2672, -0.0544)
H (-3.3495, 0.7947, 0.7272)
Cl (-2.5965, 4.6383, 1.5382)
C (-1.4082, 3.7520, 2.5009)
Cl (-1.8858, 2.0385, 2.6357)
Cl (-1.3167, 4.4472, 4.1128)
C (0.0226, 3.8439, 1.8399)
O (0.3869, 4.9451, 1.4888)
O (0.6823, 2.7415, 1.8058)
N (0.0029, -0.2419, -0.8123)
P (-0.4026, -0.7621, -2.2835)
C (0.4303, 0.0991, -3.6363)
C (0.3375, -0.4159, -4.9313)
C (0.9481, 0.2550, -5.9777)
C (1.6569, 1.4274, -5.7366)
C (1.7727, 1.9193, -4.4454)
C (1.1637, 1.2500, -3.3918)
C (0.1249, -2.4674, -2.5900)
C (1.5068, -2.6730, -2.6604)
C (2.0071, -3.9117, -3.0194)
C (1.1316, -4.9495, -3.3191)
C (-0.2385, -4.7503, -3.2465)
C (-0.7486, -3.5106, -2.8818)
C (-2.1805, -0.7349, -2.6021)
C (-2.9996, -1.4383, -1.7168)
C (-4.3400, -1.6242, -2.0152)
C (-4.8669, -1.1023, -3.1905)
C (-4.0611, -0.3689, -4.0520)
C (-2.7168, -0.1803, -3.7625)
H (-0.2015, -1.3377, -5.1168)
H (0.8795, -0.1421, -6.9823)
H (2.1335, 1.9449, -6.5591)
H (2.3484, 2.8191, -4.2606)
H (1.2798, 1.5842, -2.3742)
H (2.1827, -1.8532, -2.4401)
H (3.0766, -4.0656, -3.0839)
H (1.5224, -5.9127, -3.6217)
H (-0.9174, -5.5586, -3.4869)
H (-1.8179, -3.3659, -2.8407)
H (-2.5735, -1.8562, -0.8121)
H (-4.9701, -2.1903, -1.3403)
H (-5.9053, -1.2773, -3.4431)
H (-4.4758, 0.0442, -4.9633)
H (-2.0900, 0.3830, -4.4419)

- max |F| (eV/A) = 1.9
- Kohn-Sham gap (alpha / beta) (eV) = 7.450 / 4.787
- spin multiplicity = 5
- lowest unoccupied orbital energy (alpha / beta) (eV) = -5.405 / -7.987
- net charge = +2

---

no.,molecular weight (g/mol),total energy (eV)
1,671.67,-135461.3377
2,116.18,-9978.6180
3,197.96,-15352.0073
4,692.70,-63295.9079
5,314.01,-32019.3292
6,1124.46,-134716.8557